(1)
{"formula": "C6H6BrNO2S", "method": "ωB97M-V with the def2-TZVPD basis set", "elements": ["C", "C", "C", "C", "C", "C", "N", "O", "O", "S", "Br", "H", "H", "H", "H", "H", "H"], "coordinates": [[-1.086, 1.512, 0.687], [1.887, 0.296, 0.687], [-1.053, -0.920, 1.306], [2.310, 0.311, -0.770], [2.337, -0.961, 0.064], [-2.120, 2.172, 0.176], [-0.990, 0.204, 1.037], [-0.413, -2.206, -0.898], [-2.754, -2.264, -0.171], [-1.450, -2.812, -0.027], [-3.755, 1.354, -0.393], [-0.125, 1.806, 0.974], [1.537, 0.370, -1.492], [3.176, 0.760, -1.153], [3.282, -1.295, 0.085], [1.386, -1.554, -0.124], [-2.170, 3.226, 0.012]], "atomic_forces_ev_per_a": [[-0.2, 0.1, 0.1], [0.7, 0.3, -0.6], [0.5, 0.2, 1.0], [-1.5, -1.1, 1.0], [-4.0, 1.9, -1.5], [-0.6, -1.0, -0.1], [-1.9, -1.3, -0.4], [-1.6, -1.5, 1.1], [-0.9, -0.3, -0.3], [2.1, 1.0, -1.8], [0.8, 0.1, 0.4], [1.2, 2.3, 0.0], [-1.0, 0.4, -0.5], [1.4, 0.5, 0.2], [2.9, -2.0, 0.9], [1.7, 0.0, 0.4], [0.5, 0.3, 0.0]], "orbital_gap_ev": 8.28, "de_lowest_kj_mol": 431.36, "charge": 0}

***

(2)
{"formula": "C23H29I2N8O2Ti", "method": "ωB97M-V with the def2-TZVPD basis set", "elements": ["Ti", "I", "C", "C", "C", "I", "C", "O", "C", "C", "N", "C", "C", "C", "C", "C", "C", "N", "C", "H", "H", "H", "H", "H", "H", "H", "H", "H", "H", "H", "N", "C", "C", "C", "N", "C", "C", "N", "C", "H", "H", "H", "H", "H", "H", "H", "H", "H", "H", "H", "H", "H", "H", "H", "H", "N", "C", "O", "C", "C", "N", "C", "N", "H", "H"], "coordinates": [[-13.508, -7.139, 8.644], [-8.910, -2.541, 4.466], [-10.579, -3.654, 5.243], [-11.394, -4.472, 4.434], [-11.933, -5.590, 5.128], [-12.636, -7.170, 3.956], [-11.931, -5.736, 6.522], [-12.539, -6.814, 7.124], [-11.346, -4.694, 7.259], [-11.472, -4.837, 8.746], [-12.846, -5.269, 9.237], [-13.817, -4.111, 9.242], [-14.824, -4.373, 8.136], [-15.184, -3.579, 7.061], [-16.005, -4.042, 6.100], [-16.217, -5.429, 6.018], [-15.835, -6.206, 7.054], [-15.131, -5.748, 8.099], [-10.702, -3.633, 6.638], [-11.373, -4.420, 3.384], [-11.216, -3.874, 9.298], [-10.778, -5.613, 9.048], [-12.692, -5.542, 10.254], [-13.238, -3.212, 9.119], [-14.349, -4.060, 10.261], [-14.716, -2.549, 7.045], [-16.308, -3.301, 5.350], [-16.862, -5.891, 5.245], [-16.086, -7.264, 7.080], [-10.263, -2.875, 7.301], [-13.535, -12.759, 10.466], [-13.268, -11.348, 9.912], [-13.628, -11.440, 8.464], [-13.116, -10.299, 7.542], [-14.009, -9.049, 7.526], [-11.642, -9.846, 7.745], [-11.330, -9.657, 9.236], [-11.836, -8.338, 9.718], [-11.745, -10.881, 10.101], [-12.619, -13.053, 10.849], [-13.993, -13.466, 9.802], [-14.172, -12.699, 11.281], [-14.021, -10.748, 10.422], [-14.722, -11.580, 8.225], [-13.196, -12.366, 7.966], [-13.224, -10.745, 6.516], [-14.860, -9.360, 7.926], [-14.275, -8.845, 6.565], [-11.466, -8.944, 7.200], [-10.975, -10.672, 7.313], [-10.210, -9.668, 9.317], [-11.056, -7.732, 9.859], [-12.322, -8.441, 10.568], [-11.490, -10.714, 11.173], [-11.050, -11.679, 9.735], [-16.418, -8.127, 11.646], [-15.113, -7.835, 11.396], [-14.661, -7.543, 10.266], [-14.218, -7.891, 12.608], [-14.415, -8.590, 13.827], [-14.834, -9.314, 14.670], [-13.214, -6.929, 12.459], [-12.406, -6.178, 11.991], [-16.783, -8.257, 12.601], [-17.062, -7.986, 10.874]], "atomic_forces_ev_per_a": [[-1.6, -1.2, 1.3], [-1.0, -0.2, 0.0], [-0.1, 1.0, -0.3], [1.5, -1.0, 3.0], [-0.2, 0.6, -0.7], [-0.3, 0.0, 0.1], [-1.0, -1.0, -0.2], [3.1, 2.0, -3.7], [-1.0, -0.1, 0.3], [-0.6, 1.2, 1.2], [1.3, 2.0, 2.2], [-0.6, -0.9, 0.9], [0.6, -3.4, -0.5], [1.9, 2.4, 2.6], [-0.2, -0.8, -2.2], [-2.3, 1.3, -1.4], [0.8, -0.4, 1.4], [-0.2, 2.3, -0.5], [0.1, -0.7, 0.2], [0.0, 0.0, -1.0], [0.0, -1.1, -0.8], [0.2, -0.1, 0.4], [-0.1, 0.8, -1.2], [-0.2, 0.6, -0.2], [0.8, -0.1, -1.5], [-1.1, -1.1, -0.1], [-0.1, -0.8, 0.0], [0.6, 0.6, 0.3], [0.1, 0.1, -0.1], [0.1, -0.3, -0.7], [-0.1, -0.5, 0.9], [0.4, 0.3, -0.5], [-0.1, -0.4, -2.6], [-0.2, 0.9, -1.7], [0.5, -1.6, 0.2], [-0.4, -2.8, 0.4], [1.0, 0.2, 0.0], [0.2, -1.2, -1.5], [-0.6, -0.6, 0.1], [-0.6, -0.6, -0.4], [1.3, 1.3, 0.9], [0.4, 0.0, -0.3], [0.5, 0.5, 0.2], [0.8, 0.3, 0.8], [0.0, 0.8, 0.9], [0.3, 0.4, 0.8], [-1.3, -0.2, 0.6], [0.5, 0.2, -0.1], [0.1, 0.6, -0.4], [-0.7, 1.1, 0.6], [-0.9, 0.2, 0.1], [0.5, 0.5, 0.4], [-0.5, 0.1, 1.6], [-0.4, 0.0, -0.7], [-0.8, 0.2, 0.3], [-0.3, -0.1, -0.6], [0.6, -0.6, 2.3], [-1.3, -0.6, 1.4], [0.2, 0.7, -0.8], [-2.3, -2.0, 1.1], [1.5, 2.0, -2.0], [3.1, 2.0, -2.1], [-2.5, -2.2, 2.0], [0.6, 0.3, -1.0], [0.0, -0.1, 0.4]], "orbital_gap_ev": [3.53, 6.27], "de_lowest_kj_mol": 159.26, "spin_multiplicity": 3, "s2": 2.00, "charge": 1}

***

(3)
{"formula": "C4H9N5O3", "method": "ωB97M-V with the def2-TZVPD basis set", "elements": ["O", "N", "C", "N", "N", "O", "O", "C", "N", "C", "C", "N", "H", "H", "H", "H", "H", "H", "H", "H", "H"], "coordinates": [[-1.335, 3.075, 0.154], [-0.420, 2.192, 0.068], [-0.378, 0.953, 0.200], [-1.560, -0.286, 0.521], [-2.695, -0.265, 0.052], [-3.611, -1.185, 0.304], [-4.718, -0.908, -0.526], [0.932, 0.189, -0.010], [2.133, 0.814, -0.150], [3.140, -0.238, -0.344], [2.507, -1.428, 0.291], [1.111, -1.143, 0.127], [-2.329, 2.787, 0.214], [-3.123, 0.456, -0.746], [-5.448, -0.820, 0.019], [2.343, 1.688, -0.545], [4.049, -0.044, 0.144], [3.368, -0.388, -1.466], [2.869, -2.363, -0.249], [2.812, -1.530, 1.364], [0.353, -1.556, 0.578]], "atomic_forces_ev_per_a": [[-2.8, 0.8, 0.0], [0.4, -1.4, 0.2], [-0.3, -2.6, -0.9], [-0.6, 1.1, -0.5], [1.1, 3.7, -2.6], [-0.4, -1.2, 1.1], [3.4, 0.0, -3.1], [1.8, 1.0, 0.7], [-1.8, -2.6, 0.2], [0.3, -0.2, -2.3], [1.8, -2.5, 0.1], [-1.1, 3.3, -0.7], [2.3, 0.1, 0.1], [1.0, -1.8, 2.0], [-2.6, 0.2, 2.8], [-0.4, 1.6, -0.3], [1.2, 0.8, 0.5], [-0.5, 0.3, 1.6], [-0.9, 1.0, 0.8], [-0.6, 0.1, -0.7], [-1.1, -1.8, 0.9]], "orbital_gap_ev": 8.11, "smiles": "O/N=C(\\N=[NH+]\\OO)C1=[NH+]CCN1", "de_lowest_kj_mol": 0.00, "charge": 2}